(1)
The following is a DFT calculation (ωB97M-V with the def2-TZVPD basis set) of one molecule with the formula C4H6O2 at a distorted geometry.

The geometry in XYZ format:
```
12
Properties=species:S:1:pos:R:3:forces:R:3
O 0.70619 1.66089 -1.33102 -0.241 -0.465 0.329
C 0.15121 0.71033 -0.83718 0.650 0.356 -0.503
C -1.21757 0.51268 -0.30935 -0.887 -2.668 1.720
C -0.49983 -0.50728 0.78981 0.152 1.179 0.045
C 0.71677 -0.53260 -0.16225 -0.030 -0.193 -0.172
O 2.00335 -0.47384 0.35385 0.372 0.156 0.063
H -1.80941 1.36188 0.02365 0.061 -0.117 -0.069
H -1.81774 -0.31862 -0.71818 -0.007 1.115 -1.078
H -0.90844 -1.50057 1.05189 -0.272 0.746 -0.434
H -0.28875 0.04412 1.70264 0.258 -0.082 0.062
H 0.64324 -1.39296 -0.84029 -0.041 0.060 0.056
H 2.32099 0.43598 0.27645 -0.014 -0.088 -0.018
```
Positions in Å, forces in eV/Å.

Values from the calculation:
**HOMO**: -9.94 eV
**Spin multiplicity**: 1
**Frontier orbital gap**: 10.619 eV
**Structure (SMILES)**: O=C1CC[C@@H]1O

=====

(2)
The following is a DFT calculation (ωB97M-V with the def2-TZVPD basis set) of one molecule with the formula C4H6O2.

The geometry in XYZ format:
```
12
Properties=species:S:1:pos:R:3:forces:R:3
O 2.13143 -0.11742 1.32668 -0.224 0.045 -0.509
C 1.71165 0.19211 0.23769 0.000 -0.029 0.215
C 0.64306 -0.58112 -0.50933 0.096 -0.138 -0.176
C -0.66824 -0.47918 0.23468 0.252 -0.023 0.239
C -1.49891 0.71647 0.10273 0.013 0.271 0.124
O -1.85302 -0.50326 -0.53848 -0.068 -0.137 -0.089
H 2.07247 1.10695 -0.26866 0.101 0.049 0.076
H 0.96500 -1.62252 -0.58426 -0.068 -0.027 0.073
H 0.50619 -0.20479 -1.52904 0.078 0.087 0.196
H -0.69634 -1.04445 1.16531 -0.139 0.104 -0.097
H -2.14116 1.02085 0.92688 0.050 -0.056 -0.141
H -1.17216 1.51635 -0.56419 -0.091 -0.147 0.089
```
Positions in Å, forces in eV/Å.

Values from the calculation:
**HOMO**: -10.02 eV
**Spin multiplicity**: 1
**Frontier orbital gap**: 10.892 eV
**Structure (SMILES)**: O=CC[C@H]1CO1

=====

(3)
The following is a DFT calculation (ωB97M-V with the def2-TZVPD basis set) of C4H6O2 as an isolated structure.

The geometry in XYZ format:
```
12
Properties=species:S:1:pos:R:3:forces:R:3
C 1.44279 -0.28398 0.06369 0.034 -0.013 -0.039
C -0.05845 -0.28289 0.30255 0.028 -0.036 0.099
C -0.84806 1.03128 0.25431 0.113 0.239 0.215
O -1.74884 0.47348 -0.74182 -0.048 -0.041 -0.147
C -1.00059 -0.66709 -0.83642 0.020 -0.530 -0.348
O -1.13829 -1.56811 -1.60492 0.058 0.453 0.409
H 1.94310 0.34279 0.80958 -0.073 -0.112 -0.085
H 1.84720 -1.29634 0.15054 -0.072 0.140 -0.056
H 1.69975 0.09867 -0.92901 -0.086 -0.017 0.126
H -0.31396 -0.87122 1.19029 0.034 0.094 -0.095
H -0.30588 1.88226 -0.16742 -0.042 -0.118 0.077
H -1.38378 1.32470 1.15964 0.033 -0.059 -0.155
```
Positions in Å, forces in eV/Å.

Values from the calculation:
**HOMO**: -10.47 eV
**Spin multiplicity**: 1
**Frontier orbital gap**: 11.323 eV

=====

(4)
The following is a DFT calculation (ωB97M-V with the def2-TZVPD basis set) of one molecule with the formula C4H6O2.

The geometry in XYZ format:
```
12
Properties=species:S:1:pos:R:3:forces:R:3
O -0.92798 0.60624 2.11040 0.013 -0.215 -0.224
C -1.21391 -0.30054 1.36919 -0.018 0.079 0.111
C -0.85435 -0.34944 -0.09591 0.026 0.012 -0.063
C 0.26742 0.58828 -0.46363 -0.160 0.093 0.153
C 1.64396 0.12883 -0.65383 0.209 -0.070 0.186
O 0.80329 0.41066 -1.76485 -0.016 0.040 -0.252
H -1.79893 -1.16390 1.74749 0.004 0.050 -0.044
H -1.76179 -0.07296 -0.65588 0.092 -0.002 0.104
H -0.63469 -1.37792 -0.40541 0.065 0.110 0.126
H 0.11300 1.62568 -0.16853 0.051 -0.147 -0.066
H 2.46685 0.82792 -0.50626 -0.151 -0.107 -0.016
H 1.89712 -0.92285 -0.51278 -0.115 0.156 -0.015
```
Positions in Å, forces in eV/Å.

Values from the calculation:
**HOMO**: -9.98 eV
**Spin multiplicity**: 1
**Frontier orbital gap**: 10.928 eV
**Structure (SMILES)**: O=CC[C@H]1CO1

=====

(5)
The following is a DFT calculation (ωB97M-V with the def2-TZVPD basis set) of one molecule with the formula C4H6O2.

The geometry in XYZ format:
```
12
Properties=species:S:1:pos:R:3:forces:R:3
O 1.72121 -1.04474 -0.20469 0.261 0.030 -0.017
C 1.22826 -0.24079 0.78061 -0.125 0.303 0.186
C -0.35931 0.78088 -0.79477 0.122 0.109 -0.031
C 0.20851 0.57781 0.55801 0.334 0.062 0.076
C -1.96355 -0.63737 0.11236 -0.324 0.026 -0.419
O -1.65701 0.08368 -0.92724 0.045 -0.316 0.522
H 2.59056 -1.36956 0.04673 -0.056 -0.037 -0.008
H 1.67900 -0.33356 1.76484 -0.037 -0.118 -0.088
H -0.53634 1.84404 -0.98865 -0.243 -0.248 -0.048
H 0.29887 0.39004 -1.57609 -0.274 -0.035 0.135
H -0.28173 1.06825 1.39016 0.315 0.038 -0.030
H -2.92848 -1.11869 -0.16127 -0.018 0.186 -0.278
```
Positions in Å, forces in eV/Å.

Values from the calculation:
**HOMO**: -8.01 eV
**Spin multiplicity**: 1
**Frontier orbital gap**: 8.697 eV

=====

(6)
The following is a DFT calculation (ωB97M-V with the def2-TZVPD basis set) of one molecule with the formula C4H6O2 at a distorted geometry.

The geometry in XYZ format:
```
12
Properties=species:S:1:pos:R:3:forces:R:3
C 0.92172 -0.45518 -1.00414 0.056 0.055 0.017
C 0.17814 0.71712 -0.39834 0.416 0.186 -0.152
O -1.14836 0.85537 -0.88080 -0.165 -0.088 -0.003
C -0.98889 0.65096 0.50628 0.299 0.041 0.381
C -0.76365 -0.60214 1.26023 0.046 -0.108 0.301
O -0.15979 -0.47754 2.30260 -0.642 -0.503 -0.076
H 1.59972 -0.94771 -0.29971 -0.086 0.135 -0.037
H 0.22950 -1.19566 -1.42174 0.100 0.183 0.222
H 1.51855 -0.06298 -1.83357 -0.018 -0.128 0.103
H 0.78981 1.57279 -0.13062 -0.089 0.470 -0.879
H -1.22710 1.52580 1.11023 0.235 -0.203 0.039
H -0.94963 -1.58082 0.78957 -0.152 -0.040 0.084
```
Positions in Å, forces in eV/Å.

Values from the calculation:
**HOMO**: -10.07 eV
**Spin multiplicity**: 1
**Frontier orbital gap**: 11.079 eV
**Structure (SMILES)**: C[C@H]1O[C@H]1C=O

=====

(7)
The following is a DFT calculation (ωB97M-V with the def2-TZVPD basis set) of a 3-piece molecular cluster, C4H6O2 overall at a distorted geometry.

The geometry in XYZ format:
```
12
Properties=species:S:1:pos:R:3:forces:R:3
O 0.16015 0.91616 -1.61205 0.014 0.036 0.109
C -0.65736 0.37059 -0.71024 -0.403 -0.273 0.079
C -1.64794 -0.42148 -0.47462 0.124 0.105 -0.249
C -1.07909 0.34052 0.71675 0.118 0.140 0.283
C 2.31248 0.44867 1.07477 0.390 0.588 -1.160
O 2.53696 0.90849 0.05815 -0.210 -0.521 1.321
H 0.85975 1.39912 -1.15205 -0.152 -0.047 -0.124
H 0.69884 -1.94239 -0.05474 0.072 -0.009 0.026
H -2.42162 -1.10044 -0.78803 0.095 0.099 0.042
H -0.47742 -0.18795 1.46712 -0.076 0.065 -0.194
H -1.64416 1.17864 1.14214 0.098 -0.106 -0.103
H 1.35296 -1.98508 0.29878 -0.071 -0.076 -0.030
```
Positions in Å, forces in eV/Å.

Values from the calculation:
**HOMO**: -8.82 eV
**Spin multiplicity**: 1
**Frontier orbital gap**: 9.723 eV

=====

(8)
The following is a DFT calculation (ωB97M-V with the def2-TZVPD basis set) of one molecule with the formula C4H6O2.

The geometry in XYZ format:
```
12
Properties=species:S:1:pos:R:3:forces:R:3
O -0.28656 -1.90043 -0.43937 0.076 0.080 -0.210
C 0.30047 -0.87368 0.41459 -0.012 0.186 0.327
C 0.98075 0.24287 -0.23632 0.080 -0.027 -0.049
C -0.01908 1.21998 -0.63601 -0.111 0.188 -0.104
O -1.15097 1.00514 0.40942 0.166 -0.303 0.096
C -0.84866 -0.09836 0.97423 -0.135 0.107 0.021
H 0.05139 -1.66918 -1.31899 -0.083 -0.116 0.088
H 0.87090 -1.38889 1.19786 -0.091 0.111 -0.181
H 2.00995 0.51024 -0.05400 -0.087 -0.026 0.005
H 0.24871 2.27670 -0.55738 0.008 -0.195 -0.017
H -0.61013 1.06044 -1.54937 0.116 0.000 0.115
H -1.50426 -0.39665 1.79206 0.074 -0.006 -0.091
```
Positions in Å, forces in eV/Å.

Values from the calculation:
**HOMO (alpha / beta)**: -7.17 / -7.19 eV
**Spin multiplicity**: 1
**Frontier orbital gap (alpha / beta)**: 7.014 / 7.041 eV

=====

(9)
The following is a DFT calculation (ωB97M-V with the def2-TZVPD basis set) of one molecule with the formula C4H6O2.

The geometry in XYZ format:
```
12
Properties=species:S:1:pos:R:3:forces:R:3
C -1.68500 -0.28110 0.51729 -0.073 0.017 -0.025
C -0.16757 -0.24088 0.44337 -0.014 -0.025 0.044
C 0.47371 0.39452 -0.75839 -0.250 0.030 -0.117
O -0.07459 0.86032 -1.73107 0.263 -0.218 0.465
C 2.01298 0.38972 -0.67583 0.319 -0.085 0.318
O 2.58786 0.09385 0.34297 -0.195 0.172 -0.548
H -2.10988 0.71658 0.65830 0.075 -0.107 -0.090
H -2.13831 -0.72034 -0.37571 0.128 0.083 0.073
H -1.97460 -0.89138 1.37923 -0.018 0.117 -0.150
H 0.26149 -1.25106 0.48065 -0.072 0.056 0.073
H 0.25942 0.26228 1.31879 -0.027 -0.096 -0.055
H 2.55450 0.66750 -1.59959 -0.135 0.056 0.012
```
Positions in Å, forces in eV/Å.

Values from the calculation:
**HOMO**: -9.77 eV
**Spin multiplicity**: 1
**Frontier orbital gap**: 9.359 eV
**Structure (SMILES)**: CCC(=O)C=O

=====

(10)
The following is a DFT calculation (ωB97M-V with the def2-TZVPD basis set) of one molecule with the formula C4H6O2.

The geometry in XYZ format:
```
12
Properties=species:S:1:pos:R:3:forces:R:3
O 1.87136 -0.57112 -0.79302 -0.065 -0.118 0.219
C 1.50109 -1.19109 0.29716 -0.181 0.337 -0.150
C 0.39944 -0.43887 1.05821 0.056 -0.041 0.001
C -0.56239 0.51088 0.37158 -0.063 -0.080 0.120
O -0.10320 1.19418 -0.80951 0.169 0.127 -0.081
C -1.14361 0.22084 -0.94027 -0.201 -0.150 -0.082
H 1.35057 0.24837 -0.98826 0.011 -0.082 0.086
H -0.85898 -0.69398 -1.45772 -0.003 0.124 0.068
H -0.18007 -1.18061 1.62205 0.099 0.101 -0.105
H 0.97359 0.10219 1.82822 -0.035 -0.050 -0.091
H -1.13777 1.16452 1.02854 0.090 -0.122 -0.062
H -2.11005 0.63470 -1.21698 0.122 -0.046 0.077
```
Positions in Å, forces in eV/Å.

Values from the calculation:
**HOMO**: -8.24 eV
**Spin multiplicity**: 1
**Frontier orbital gap**: 9.077 eV

=====

Relative energy (zero: lowest compared OMol25 entry of this formula, charge and spin) / eV: 1.790, 2.022, 0.642, 1.954, 4.398, 2.598, 4.340, 4.185, 0.978, 4.156
Electronic energy / eV: -8338.672, -8338.439, -8339.819, -8338.508, -8336.063, -8337.864, -8336.121, -8336.276, -8339.483, -8336.305